Molecular formula: C43H29Br2ILaN6O4
Method: DFT, ωB97M-V/def2-TZVPD

The geometry in ORCA input format:
```
! RIJCOSX wB97M-V def2-TZVPD def2/J DEFGRID3
* xyz -1 1
La -0.1695 0.4517 0.3456
I -1.7453 2.4204 -2.0089
Br 4.0365 3.8504 -0.4833
Br 7.6670 -0.3462 0.4645
O 1.9813 1.6677 0.2357
O -4.0366 2.5460 2.1098
O -0.9687 -2.5631 3.8724
O 0.0829 -2.1995 -0.4479
N -2.2985 -1.3640 -1.3579
N 2.3951 -0.9190 0.8200
N -1.2278 -1.0433 2.1264
N 0.9231 0.2913 2.9538
N -0.6372 3.0068 1.1958
N -2.5073 1.0562 1.1835
C 5.6153 1.5473 0.0250
C 0.6096 0.2009 -2.3354
C 2.5792 -2.1595 1.1922
C 0.8853 0.4331 -4.8294
C -1.1834 2.3000 -4.9238
C 0.4705 0.9977 -6.0607
C -4.2383 -3.1374 -2.2766
C 4.7966 -0.6312 0.6685
C -0.9702 -3.1342 -0.3951
C 0.2721 3.9804 1.0887
C 3.8554 -2.7364 1.3371
C 2.3817 -0.9938 -3.6210
C 3.4788 -0.1373 0.5820
C -0.7954 1.7512 -3.7341
C -2.9481 2.2319 1.6144
C 2.8660 0.5320 4.3169
C -4.3677 -1.7735 -2.4897
C 5.8674 0.2528 0.3742
C 0.6498 -0.8658 3.5617
C 2.0025 0.9741 3.3273
C 1.4630 -1.3843 4.5613
C 4.3003 2.0296 -0.0378
C -5.3287 -1.3779 1.3158
C -2.2891 4.6522 1.7076
C -3.2853 -0.1002 1.4010
C -0.0375 5.3156 1.2884
C -1.3427 5.6542 1.6042
C -0.5441 1.9054 -6.1148
C 3.1874 1.2437 0.2425
C 1.9713 -0.4764 -4.8087
C 2.5909 -0.6773 4.9368
C -3.3048 -2.4219 2.0964
C -0.6249 -1.6038 3.1685
C 1.6988 -0.6536 -2.4269
C 4.9565 -1.9791 1.0604
C -2.1852 -2.6721 -1.1530
C -3.3799 -0.9338 -2.0101
C -4.6606 -2.4914 1.7997
C -4.6449 -0.1833 1.1285
C -2.5996 -1.2377 1.8871
C -3.1276 -3.5946 -1.5964
C 0.2390 0.7787 -3.6072
C -1.9016 3.3362 1.4917
H 1.6880 -2.7481 1.3764
H -6.3877 -1.4316 1.0925
H -3.3245 4.8356 1.9547
H 0.7359 6.0649 1.1889
H -4.9927 -3.8283 -2.6309
H 3.2493 -1.0603 5.7072
H -3.4570 0.1370 -2.1432
H 3.2261 -1.6737 -3.5796
H -0.6457 -4.1070 -0.7826
H -0.8530 2.3358 -7.0589
H 2.4627 -0.7268 -5.7421
H 5.9526 -2.3917 1.1440
H -5.1952 -3.4206 1.9611
H -5.1596 0.7023 0.7826
H 1.2688 3.6577 0.8143
H 0.2067 -1.8823 -1.3619
H -2.7807 -3.2699 2.5133
H -1.9710 3.0408 -4.9565
H 6.4281 2.2239 -0.2007
H -1.2252 -3.2553 0.6602
H -1.6202 6.6892 1.7633
H 3.7334 1.1228 4.5788
H 2.1857 1.8979 2.7904
H 0.9883 0.6939 -6.9640
H 1.1792 -2.3245 5.0122
H -2.9788 -4.6487 -1.4004
H -5.2204 -1.3587 -3.0089
H 2.0909 -1.1236 -1.5293
H 3.9431 -3.7668 1.6527
*
```

Summary:
- Energy above the lowest of the compared OMol25 structures with the same formula, charge and spin: 0.0 kJ/mol
- M: 1119.36 Da
- Frontier orbital gap: 6.9 eV
- HOMO energy: -4.71 eV
- Total energy: -211245.81952 eV

***

Molecular formula: C25H58BCl2N4O12S
Method: DFT, ωB97M-V/def2-TZVPD

The geometry in ORCA input format:
```
! RIJCOSX wB97M-V def2-TZVPD def2/J DEFGRID3
* xyz 1 1
Cl 2.5649 0.7117 -1.4434
Cl 1.2579 1.0793 1.4030
S 2.6903 6.2239 -0.6508
O 1.6390 6.6493 0.2179
O -4.2007 -10.2343 0.2178
O -5.3531 -3.7501 -4.2326
O -2.7424 -3.5693 -0.9674
O 3.5476 7.1544 -1.3157
O 2.1601 4.7792 4.7698
O 7.2920 4.5002 -2.4254
O -7.6430 -4.3690 -2.4560
O 2.1842 5.3422 7.6522
O 3.4397 4.7878 -4.2309
O -1.6573 -2.1488 1.3591
O -3.7089 -7.5359 -0.8605
N 6.2290 5.4261 -0.4032
N 2.5558 3.8636 -2.2639
N 4.0666 2.8006 -0.8582
N 4.8431 4.4581 -2.3091
C 2.1471 4.0441 7.0955
C -5.9532 -2.5037 -4.5215
C -4.9882 -9.0950 0.5109
C 3.0061 1.9677 -0.3575
C -0.8980 -1.3729 0.4579
C -6.3527 -4.9423 -2.3561
C 0.9773 6.0705 7.5034
C 2.8291 3.9914 5.7446
C -3.0366 -2.2173 1.0286
C -3.0183 -8.1361 -1.9420
C 2.7490 6.0523 4.5700
C 2.6026 3.7599 -3.7316
C -3.3860 -3.4921 0.2928
C 2.4764 2.1460 0.8527
C 3.8787 3.7126 -1.7918
C -2.9112 -10.2063 0.7991
C -5.2539 -4.0271 -2.8443
C 6.6953 4.4651 0.6256
C 4.7410 4.5718 -3.8210
C -1.6005 -4.4084 -0.9711
C 7.0954 6.6246 -0.4358
C 2.8436 3.2390 1.8007
C -8.3741 -4.8031 -3.5878
C 1.9349 5.1763 -1.9219
C -4.9932 -8.0965 -0.6257
B 6.1858 4.7859 -1.6935
H -3.4233 -7.7960 -2.9016
H 5.3829 5.3771 -4.1599
H 8.1448 6.3768 -0.6202
H 3.7497 3.7578 1.5016
H -4.6396 -8.6122 1.4304
H -3.0723 -9.2259 -1.8988
H 7.4571 4.9315 1.2481
H 0.2169 5.7109 8.2038
H -6.1637 -5.1508 -1.2977
H 5.8826 4.1730 1.2916
H 1.6048 3.9099 -4.1304
H 1.1987 7.1114 7.7311
H 2.9950 6.5355 5.5170
H 3.4531 5.3456 0.0508
H 1.8984 5.8503 -2.7788
H 5.0868 3.6134 -4.2306
H 2.0275 3.9667 1.8414
H 7.0217 7.1363 0.5222
H 2.6794 3.3746 7.7776
H 5.0012 2.6510 -0.4928
H 2.0272 6.6660 4.0332
H -1.0516 -4.2026 -1.8894
H 7.2581 3.7182 -2.9820
H 0.9207 4.9769 -1.5800
H -9.2182 -4.1262 -3.7080
H 2.9406 2.8561 2.8141
H -8.7556 -5.8193 -3.4405
H 1.1154 3.6874 7.0085
H 3.6639 5.9710 3.9680
H -4.4667 -3.5039 0.1156
H -3.6002 -2.1805 1.9645
H -0.9528 -4.2123 -0.1129
H 0.1524 -1.5994 0.6394
H 3.8716 4.3133 5.8435
H -6.0136 -9.4379 0.6770
H -3.3255 -1.3500 0.4247
H -1.8978 -5.4622 -0.9619
H -5.6588 -7.2689 -0.3641
H -6.8626 -2.3466 -3.9359
H -2.4231 -9.2392 0.6534
H -7.7646 -4.7797 -4.4944
H 2.9671 2.7671 -4.0122
H -1.1363 -1.6099 -0.5825
H -6.2082 -2.5016 -5.5802
H -5.2573 -1.6795 -4.3250
H 0.5858 6.0010 6.4856
H -2.3201 -10.9808 0.3132
H 6.7487 7.3130 -1.2051
H -1.0737 -0.3031 0.6225
H -5.2563 -3.0952 -2.2686
H -2.9610 -10.4228 1.8717
H -1.9750 -7.8299 -1.8730
H -5.3755 -8.5665 -1.5377
H -3.1373 -4.3656 0.9036
H -6.3090 -5.8920 -2.9015
H 7.1586 3.5611 0.2062
H 2.8247 2.9543 5.3920
H -4.2973 -4.5221 -2.6693
*
```

Summary:
- M: 720.54 Da
- Frontier orbital gap: 6.1 eV
- HOMO energy: -10.18 eV
- Total energy: -93940.82270 eV

***

Molecular formula: ClH8NO3P2Sb
Method: DFT, ωB97M-V/def2-TZVPD

The geometry in ORCA input format:
```
! RIJCOSX wB97M-V def2-TZVPD def2/J DEFGRID3
* xyz -1 1
Sb 0.3472 -0.2382 0.6784
Cl 3.7143 0.1443 1.8710
P -1.0904 -0.4722 -1.4534
P 1.8112 0.1734 2.7821
O -1.1408 -2.0507 -1.8424
O 1.5444 1.7937 2.8909
O -2.6827 -0.2846 -1.1735
N -0.5418 0.4405 -2.5951
H -1.2268 1.0471 -3.0346
H 1.7555 -0.3836 -0.3713
H -1.0896 -0.1201 1.7294
H -2.8735 0.6563 -1.1833
H 0.3506 -1.9891 0.9804
H 1.0675 2.1060 2.0956
H 0.2813 1.5400 0.4751
H -0.2264 -2.3628 -1.8496
*
```

Summary:
- M: 289.23 Da
- Frontier orbital gap: 7.1 eV
- HOMO energy: -3.94 eV
- Total energy: -45399.86027 eV

***

Molecular formula: C5H7N
Method: DFT, ωB97M-V/def2-TZVPD

The geometry in ORCA input format:
```
! RIJCOSX wB97M-V def2-TZVPD def2/J DEFGRID3
* xyz 0 1
N 0.1327 0.8255 -0.8887
C 1.1075 1.2689 0.0176
C -1.6773 -0.8478 -0.8163
C 0.2346 -0.6773 0.8477
C -0.6051 -0.2223 -0.3262
C 1.1874 0.4665 1.0826
H 1.7165 2.1291 -0.2391
H 0.7558 -1.5090 0.3586
H -2.0343 -0.6884 -1.8267
H 1.8725 0.5634 1.9150
H -0.2546 1.4212 -1.6003
H -2.1400 -1.6361 -0.2311
H -0.2956 -1.0937 1.7069
*
```

Summary:
- Energy above the lowest of the compared OMol25 structures with the same formula, charge and spin: 114.1 kJ/mol
- M: 81.12 Da
- Frontier orbital gap: 8.6 eV
- HOMO energy: -7.47 eV
- Total energy: -6787.32980 eV
- Structure (SMILES): C=C1CC=CN1

***

Molecular formula: C5H10NO
Method: DFT, ωB97M-V/def2-TZVPD

The geometry in ORCA input format:
```
! RIJCOSX wB97M-V def2-TZVPD def2/J DEFGRID3
* xyz 1 3
O -0.2837 -1.5387 -0.0860
N -1.0351 0.7810 0.6203
C -0.0315 1.4559 0.1798
C 0.1191 -2.0246 1.1909
C -1.8092 -0.1080 0.7602
C 0.0887 2.3135 -0.9573
C 0.6044 -0.8761 -0.8130
H -0.8363 -2.2347 1.7164
H 1.5853 -0.5890 -0.4053
H -0.3987 3.2702 -0.6405
H 1.1878 2.5466 -1.1612
H 0.7456 -1.3012 1.7632
H -0.3496 2.0093 -1.8585
H -2.7369 -0.4568 1.1369
H 0.8923 1.5749 0.8374
H 0.1654 -0.4032 -1.6069
H 0.6876 -2.9406 0.7014
*
```

Summary:
- Energy above the lowest of the compared OMol25 structures with the same formula, charge and spin: 352.2 kJ/mol
- M: 100.14 Da
- Frontier orbital gap (alpha / beta): 6.3 / 8.7 eV
- HOMO energy (alpha / beta): -10.81 / -15.27 eV
- Total energy: -8870.56131 eV

***

Molecular formula: C26H52N2O7PS4
Method: DFT, ωB97M-V/def2-TZVPD

The geometry in ORCA input format:
```
! RIJCOSX wB97M-V def2-TZVPD def2/J DEFGRID3
* xyz -1 1
S -2.5054 -5.7522 -3.4168
S 0.1625 0.0049 -0.1912
S 2.2271 -2.0591 -0.7593
S -1.2680 0.7290 -4.0536
P -3.1152 -2.6240 -2.0607
O -2.2387 -5.1646 -1.9691
O -3.7943 -5.3481 -3.8809
O -2.5757 4.3435 4.1955
O -2.1521 -7.1303 -3.4239
O -0.7954 5.3174 5.1432
O -1.4008 -4.9022 -4.1643
O -0.6467 4.5506 3.0202
N 2.7450 0.5517 -0.2625
N -4.0141 -2.8165 -0.7990
C -0.8071 -3.8432 -3.3342
C 1.8330 2.9568 -0.5130
C 2.4563 1.7141 -1.1675
C -3.0818 4.2563 0.7779
C -1.7635 4.0173 -1.3706
C 1.7521 -0.3873 -0.3372
C 3.3908 0.3201 2.7943
C 1.9472 -0.8841 4.4998
C -0.8079 -2.5737 -4.1837
C -4.5981 4.3597 1.0058
C 0.6760 -1.7299 4.5894
C -1.0010 -3.5640 -0.6922
C 0.1861 -0.2617 -4.5267
C 3.8701 -0.9198 2.0125
C 4.1488 0.1021 -0.4016
C -0.3811 4.3032 -0.7328
C 4.7611 -0.6535 0.8005
C 0.2940 -1.5924 -3.7814
C -2.6813 3.2991 -0.3709
C 0.7937 3.6067 -1.4490
C 1.9603 0.0950 3.3169
C -0.6100 -0.9159 4.7197
C 0.4087 -4.1306 -0.3956
C 1.2909 -3.1265 0.3675
C -1.2090 4.7736 4.0976
C -1.6664 -3.8278 -2.0573
H -4.7999 4.5447 2.0634
H 3.4207 1.2167 2.1725
H -1.6849 -4.0248 0.0238
H 0.0993 -0.4411 -5.6012
H -0.4207 3.9948 0.3157
H -0.6253 -2.9087 -5.2105
H 4.2898 -0.4765 -1.3228
H -3.5601 2.8891 -0.8825
H 0.6066 -2.3485 3.6834
H 0.4013 2.8534 -2.1414
H 0.7501 -2.4313 5.4279
H 1.2943 4.3627 -2.0648
H -2.4119 -1.4065 -2.1093
H -5.1111 3.4401 0.7101
H -0.6722 -0.4244 5.6946
H 2.0279 -3.6419 0.9876
H 1.3697 2.7052 0.4414
H 0.2139 -1.3802 -2.7135
H -1.0441 -2.4896 -0.4895
H 2.6419 3.6739 -0.3544
H 0.2166 -4.1887 -3.1879
H 3.4078 1.9989 -1.6160
H 3.0176 -1.5363 1.7200
H 4.0450 0.4499 3.6629
H 1.8180 1.3556 -1.9813
H -1.7763 -2.0727 -4.1920
H -0.2083 5.3818 -0.7475
H 0.2711 -4.9885 0.2700
H 1.0711 0.3485 -4.3398
H -2.1228 2.4506 0.0417
H 2.1015 -0.3418 5.4404
H 0.9371 -4.5104 -1.2705
H -2.2526 4.9524 -1.6666
H -2.6724 5.2427 0.5489
H 5.1669 -1.6011 0.4351
H -1.4906 -1.5550 4.6168
H -4.9674 -3.0476 -1.0510
H 4.4656 -1.5498 2.6834
H 1.3888 -0.3702 2.5019
H -2.6054 3.9169 1.6965
H -5.0317 5.1960 0.4471
H -3.7251 -2.7453 -3.3214
H -2.7415 4.6672 5.0905
H 0.6704 -2.5172 1.0289
H -0.6774 -0.1397 3.9538
H -1.0846 0.6246 -2.7251
H 4.7228 1.0168 -0.5397
H 5.6239 -0.0717 1.1449
H 1.2650 -2.0468 -3.9972
H -1.6624 3.4217 -2.2875
H 1.4607 1.0339 3.5590
H 2.7930 -1.5761 4.4052
*
```

Summary:
- M: 663.95 Da
- Frontier orbital gap: 6.1 eV
- HOMO energy: -4.61 eV
- Total energy: -97748.55623 eV

***

Copy entry 3 word for word.
Molecular formula: ClH8NO3P2Sb
Method: DFT, ωB97M-V/def2-TZVPD

The geometry in ORCA input format:
```
! RIJCOSX wB97M-V def2-TZVPD def2/J DEFGRID3
* xyz -1 1
Sb 0.3472 -0.2382 0.6784
Cl 3.7143 0.1443 1.8710
P -1.0904 -0.4722 -1.4534
P 1.8112 0.1734 2.7821
O -1.1408 -2.0507 -1.8424
O 1.5444 1.7937 2.8909
O -2.6827 -0.2846 -1.1735
N -0.5418 0.4405 -2.5951
H -1.2268 1.0471 -3.0346
H 1.7555 -0.3836 -0.3713
H -1.0896 -0.1201 1.7294
H -2.8735 0.6563 -1.1833
H 0.3506 -1.9891 0.9804
H 1.0675 2.1060 2.0956
H 0.2813 1.5400 0.4751
H -0.2264 -2.3628 -1.8496
*
```

Summary:
- M: 289.23 Da
- Frontier orbital gap: 7.1 eV
- HOMO energy: -3.94 eV
- Total energy: -45399.86027 eV

***

What did the third record say?
Molecular formula: ClH8NO3P2Sb
Method: DFT, ωB97M-V/def2-TZVPD

The geometry in ORCA input format:
```
! RIJCOSX wB97M-V def2-TZVPD def2/J DEFGRID3
* xyz -1 1
Sb 0.3472 -0.2382 0.6784
Cl 3.7143 0.1443 1.8710
P -1.0904 -0.4722 -1.4534
P 1.8112 0.1734 2.7821
O -1.1408 -2.0507 -1.8424
O 1.5444 1.7937 2.8909
O -2.6827 -0.2846 -1.1735
N -0.5418 0.4405 -2.5951
H -1.2268 1.0471 -3.0346
H 1.7555 -0.3836 -0.3713
H -1.0896 -0.1201 1.7294
H -2.8735 0.6563 -1.1833
H 0.3506 -1.9891 0.9804
H 1.0675 2.1060 2.0956
H 0.2813 1.5400 0.4751
H -0.2264 -2.3628 -1.8496
*
```

Summary:
- M: 289.23 Da
- Frontier orbital gap: 7.1 eV
- HOMO energy: -3.94 eV
- Total energy: -45399.86027 eV

***

What is the total energy in the fourth record?
-6787.32980 eV